Record 1
{
  "formula": "C23H47FO18S",
  "method": "the ωB97M-V functional and the def2-TZVPD basis",
  "molar_mass_g_mol": 662.68,
  "homo_energy_ev": -9.87,
  "lumo_energy_ev": 0.6,
  "multiplicity": 1,
  "energy_ha": -2756.909363,
  "orbital_gap_ev": 10.46,
  "charge": 0,
  "max_force_ev_per_a": 2.41,
  "symbols": ["C", "C", "C", "C", "C", "O", "S", "O", "O", "C", "C", "C", "F", "H", "H", "H", "H", "H", "H", "H", "H", "H", "H", "H", "H", "H", "H", "H", "H", "H", "C", "O", "C", "O", "O", "C", "H", "H", "H", "H", "H", "H", "C", "O", "C", "O", "O", "C", "H", "H", "H", "H", "H", "H", "C", "O", "C", "O", "O", "C", "H", "H", "H", "H", "H", "H", "C", "O", "C", "O", "O", "C", "H", "H", "H", "H", "H", "H", "C", "O", "C", "O", "O", "C", "H", "H", "H", "H", "H", "H"],
  "positions_angstrom": [[-2.476, 3.198, 1.291], [-2.363, 1.646, 1.529], [-2.881, 0.974, 0.184], [-0.880, 1.183, 1.745], [-0.324, 1.570, 3.177], [-0.223, 0.369, 3.961], [1.277, 0.202, 4.662], [2.358, 0.408, 3.663], [1.334, -1.447, 5.064], [2.653, -1.978, 4.875], [2.810, -3.373, 5.576], [2.320, -4.562, 4.693], [4.204, -3.541, 5.711], [-3.556, 3.435, 1.147], [-2.163, 3.767, 2.198], [-1.868, 3.492, 0.407], [-3.037, 1.293, 2.342], [-2.613, 1.659, -0.647], [-3.986, 0.834, 0.230], [-2.441, -0.041, 0.061], [-0.799, 0.083, 1.623], [-0.278, 1.698, 0.957], [0.642, 2.088, 3.005], [-1.003, 2.327, 3.639], [2.828, -2.155, 3.793], [3.466, -1.338, 5.283], [2.404, -3.389, 6.606], [2.087, -5.402, 5.390], [1.435, -4.312, 4.075], [3.136, -4.940, 4.035], [2.032, -0.655, -3.062], [3.061, -0.885, -2.101], [2.677, -0.703, -0.831], [1.579, -0.377, -0.467], [3.724, -0.947, -0.045], [3.459, -0.793, 1.352], [2.460, -0.833, -4.047], [1.203, -1.348, -2.912], [1.683, 0.377, -3.015], [2.689, -1.493, 1.676], [3.167, 0.228, 1.578], [4.380, -1.017, 1.889], [-9.532, 2.288, -0.224], [-8.206, 1.885, 0.120], [-8.136, 0.689, 0.709], [-9.063, -0.030, 0.957], [-6.849, 0.433, 0.975], [-6.623, -0.825, 1.610], [-9.463, 3.268, -0.693], [-9.974, 1.591, -0.936], [-10.153, 2.371, 0.669], [-6.951, -1.645, 0.970], [-7.128, -0.865, 2.575], [-5.551, -0.918, 1.774], [5.295, 4.864, -5.389], [5.365, 3.553, -4.833], [4.768, 3.433, -3.644], [4.206, 4.310, -3.047], [4.905, 2.170, -3.239], [4.308, 1.896, -1.971], [5.810, 4.839, -6.347], [4.258, 5.156, -5.558], [5.795, 5.585, -4.742], [3.232, 2.072, -2.007], [4.771, 2.500, -1.189], [4.480, 0.850, -1.744], [-7.700, 0.360, -6.631], [-6.698, 0.161, -5.636], [-7.127, 0.351, -4.386], [-8.241, 0.661, -4.062], [-6.102, 0.137, -3.560], [-6.425, 0.307, -2.180], [-7.238, 0.179, -7.599], [-8.520, -0.347, -6.498], [-8.070, 1.385, -6.607], [-7.195, -0.403, -1.874], [-6.744, 1.330, -1.983], [-5.526, 0.110, -1.600], [6.071, -3.714, -1.002], [7.374, -3.955, -0.472], [7.655, -3.250, 0.627], [6.927, -2.468, 1.175], [8.893, -3.569, 1.014], [9.328, -2.885, 2.187], [5.955, -4.338, -1.886], [5.304, -3.991, -0.278], [5.962, -2.670, -1.295], [8.690, -3.130, 3.036], [9.347, -1.808, 2.021], [10.340, -3.222, 2.403]],
  "forces_ev_per_angstrom": [[-0.3967, -0.6957, 1.0629], [0.1285, -0.2966, -1.5709], [-0.0838, 0.0524, 0.9483], [-0.5447, 0.7549, 0.6607], [-0.4421, 0.9198, -2.0834], [1.2298, -0.7945, 0.4137], [1.6389, 0.3749, -0.1893], [-2.0327, -0.3106, 1.2618], [-0.5057, 1.0638, -0.6108], [0.8553, -1.1915, -0.1550], [-0.0676, 0.0999, -1.0562], [0.0509, -0.3045, 0.8976], [-0.2973, 0.1344, 0.1088], [0.8033, 0.0006, -0.1892], [-0.0056, -0.2543, -0.7004], [-0.4624, -0.1175, 0.6458], [0.6074, 0.3996, -0.2223], [-0.1951, -0.7717, 0.2211], [0.6630, 0.3312, -0.1897], [-0.1608, 0.7339, -0.1425], [0.0899, 0.7333, 0.0262], [-0.2510, -0.6042, 0.5405], [-0.3037, -0.6238, 0.5148], [0.4007, -0.8972, 0.1020], [0.0462, 0.2899, 0.6682], [-0.7167, -0.1582, -0.2414], [-0.0243, 0.1049, -0.6343], [-0.0779, 0.4939, -0.7021], [0.4463, -0.0851, 0.4984], [-0.4812, 0.6378, 0.4083], [-0.1660, 0.0186, -0.3327], [-0.0914, -0.2114, 0.0818], [0.2878, -0.2207, 0.0653], [-0.1921, 0.0877, -0.0411], [0.0180, -0.0945, -0.3094], [0.1868, 0.0797, 0.3570], [0.1871, -0.0283, 0.1528], [-0.0236, 0.1376, 0.1017], [-0.0863, -0.0867, 0.1013], [-0.1219, 0.1645, -0.1264], [-0.1458, -0.1188, -0.1112], [0.0836, -0.0495, -0.2840], [-0.3641, 0.1982, -0.1728], [0.1236, -0.0288, 0.0755], [0.1954, 0.2123, -0.0411], [-0.0924, -0.1352, 0.0493], [-0.0107, 0.0953, -0.0708], [0.1686, -0.2957, 0.1597], [0.2368, -0.0643, 0.0484], [0.0048, -0.0461, 0.1322], [0.0200, -0.1503, -0.0432], [-0.1258, 0.0528, 0.0853], [-0.1032, -0.0436, -0.1202], [-0.0221, 0.2160, -0.1086], [0.0451, 0.2891, -0.2334], [0.0104, -0.0432, -0.0081], [0.1466, -0.2787, -0.1080], [-0.0889, 0.1484, 0.0659], [-0.0048, 0.0189, -0.0804], [-0.0109, -0.0719, 0.4193], [0.0191, -0.2261, 0.0842], [0.0443, 0.0382, 0.1510], [-0.1539, -0.0177, 0.0455], [0.0709, 0.1726, 0.0469], [-0.1428, 0.1372, -0.0949], [0.2382, 0.0738, -0.2642], [-0.1732, 0.0226, -0.3367], [0.0295, -0.0067, 0.0159], [0.3332, -0.0817, -0.0323], [-0.1837, 0.0546, 0.0340], [-0.0053, -0.0509, -0.0793], [0.0601, 0.0600, 0.4164], [0.1784, -0.0361, 0.1597], [-0.0240, 0.1312, 0.0900], [-0.0816, -0.0909, 0.1034], [-0.0860, 0.1246, -0.0828], [-0.1177, -0.1032, -0.0219], [0.0905, -0.0277, -0.2627], [-0.3515, 0.0560, -0.2400], [0.0759, 0.0112, 0.0950], [0.1452, -0.2178, -0.1860], [-0.1109, 0.0695, 0.0485], [0.0004, -0.0195, -0.0338], [0.2172, 0.1164, 0.2969], [0.2499, -0.0611, 0.0860], [0.0445, 0.1644, 0.0307], [-0.0706, -0.0160, 0.1743], [-0.0625, 0.1221, -0.0834], [-0.1462, -0.0473, 0.0453], [-0.0633, -0.1230, -0.2010]]
}

Record 2
{
  "formula": "C3H8P2",
  "method": "the ωB97M-V functional and the def2-TZVPD basis",
  "molar_mass_g_mol": 106.04,
  "relative_energy_kj_mol": 360.8,
  "homo_energy_ev": [-8.10, -8.06],
  "lumo_energy_ev": [-1.1, -1.1],
  "multiplicity": 1,
  "energy_ha": -801.613945,
  "orbital_gap_ev": [6.98, 6.93],
  "charge": 0,
  "max_force_ev_per_a": 3.21,
  "symbols": ["C", "C", "C", "P", "P", "H", "H", "H", "H", "H", "H", "H", "H"],
  "positions_angstrom": [[2.338, 0.516, -2.410], [-1.271, -1.029, 0.242], [-1.310, 0.350, 0.996], [1.806, 0.764, -0.885], [0.418, 0.970, 1.415], [1.586, 0.099, -3.144], [-0.895, -0.804, -0.817], [-0.513, -1.681, 0.584], [-2.288, -1.548, 0.102], [-1.904, 0.328, 1.899], [-1.756, 1.187, 0.362], [2.782, 1.077, 0.072], [1.007, -0.231, 1.584]],
  "forces_ev_per_angstrom": [[-1.2348, -0.7168, 0.0886], [-1.4482, 1.5694, -2.3925], [0.4149, 0.0826, -1.2305], [-0.5411, 0.3119, 1.7520], [-0.8621, 1.1030, -2.4281], [0.7043, 0.6863, 0.6351], [-0.6781, -0.2139, 1.2193], [0.4377, -0.8424, 0.9538], [1.5396, 0.7934, 0.5278], [-0.1062, -0.1444, 0.3788], [0.4508, -1.1918, 0.6650], [0.6756, 0.1471, -0.6115], [0.6476, -1.5843, 0.4423]]
}

Record 3
{
  "formula": "CH3N4O",
  "method": "the ωB97M-V functional and the def2-TZVPD basis",
  "molar_mass_g_mol": 87.06,
  "relative_energy_kj_mol": 165.3,
  "homo_energy_ev": [-9.91, -15.47],
  "lumo_energy_ev": [-4.5, -10.2],
  "multiplicity": 3,
  "energy_ha": -333.603883,
  "orbital_gap_ev": [5.43, 5.27],
  "charge": 1,
  "max_force_ev_per_a": 10.41,
  "symbols": ["C", "N", "N", "N", "N", "O", "H", "H", "H"],
  "positions_angstrom": [[-4.554, -0.409, 0.129], [-3.902, 0.548, -0.167], [-2.953, 1.272, -0.032], [-2.056, 1.888, 0.053], [0.153, 0.191, -0.167], [-5.248, -1.292, 0.162], [0.161, -0.166, 0.829], [1.121, 0.373, -0.495], [-0.428, -0.278, -0.740]],
  "forces_ev_per_angstrom": [[1.1394, 0.6381, 1.6093], [-0.5351, 1.7667, -1.9470], [-6.0837, -4.7139, -0.1905], [8.7025, 5.6614, 0.7087], [3.9381, 0.2924, 4.0836], [-3.0279, -3.6420, -0.1928], [-0.4401, 0.9971, -0.9916], [-0.7742, 0.6231, -0.1616], [-2.9189, -1.6229, -2.9181]]
}

Record 4
{
  "formula": "C2H4N2O",
  "method": "the ωB97M-V functional and the def2-TZVPD basis",
  "molar_mass_g_mol": 72.07,
  "relative_energy_kj_mol": 560.9,
  "homo_energy_ev": [-7.85, -7.08],
  "lumo_energy_ev": [0.4, 0.8],
  "multiplicity": 1,
  "energy_ha": -263.149618,
  "orbital_gap_ev": [8.26, 7.85],
  "charge": 0,
  "max_force_ev_per_a": 5.13,
  "symbols": ["C", "C", "N", "N", "O", "H", "H", "H", "H"],
  "positions_angstrom": [[-0.726, -0.300, -1.149], [1.280, -0.095, 0.359], [-2.668, 0.733, 0.144], [0.018, 0.005, -0.227], [-1.905, 0.918, 0.993], [-0.662, -0.888, -1.991], [1.230, -0.767, 1.290], [2.021, -0.497, -0.162], [1.412, 0.891, 0.743]],
  "forces_ev_per_angstrom": [[0.7750, 1.7878, 3.4626], [-2.7078, 0.1182, 4.3572], [1.5206, 0.0438, 1.0099], [-2.5625, -0.8703, -2.1082], [-1.5299, 0.0317, -0.8922], [0.3414, -1.3961, -2.1344], [-0.3003, 0.9285, -1.1005], [3.3088, -1.2882, -2.8826], [1.1546, 0.6447, 0.2882]]
}